# 1
Below is a molecular structure, C46H59BiBrClIN4O12PSi, with properties calculated with ωB97M-V/def2-TZVPD.

```
127
Properties=species:S:1:pos:R:3:forces:R:3
Bi 0.400 0.693 0.609 -0.16 0.03 0.13
Br 12.184 -0.240 -6.084 -0.07 0.01 0.04
C 10.521 -0.043 -5.163 0.08 0.03 -0.04
C 10.427 -0.439 -3.840 -0.03 0.01 0.01
C 9.220 -0.288 -3.175 -0.03 0.00 0.03
C 8.100 0.247 -3.817 0.33 0.04 -0.26
C 8.234 0.655 -5.154 -0.08 -0.09 0.13
C 9.437 0.510 -5.825 -0.06 -0.01 0.04
N 6.928 0.382 -3.060 0.06 -0.07 0.22
N 5.892 0.506 -3.779 0.09 0.08 -0.28
C 4.677 0.666 -3.212 -0.56 0.11 0.08
C 3.608 0.593 -4.133 0.37 -0.02 0.25
C 2.300 0.533 -3.757 -0.25 0.01 0.02
C 1.922 0.536 -2.390 0.15 -0.25 -0.21
O 0.748 0.294 -2.011 0.06 0.23 0.25
C 2.997 0.805 -1.414 0.09 -0.08 0.02
N 2.639 0.993 -0.122 0.14 0.14 -0.16
C 3.550 1.324 0.782 -0.11 -0.11 -0.06
C 4.896 1.427 0.459 0.06 0.01 -0.05
C 5.298 1.181 -0.828 -0.06 -0.04 0.06
C 4.345 0.865 -1.814 0.15 -0.09 -0.16
H 11.290 -0.856 -3.337 -0.02 -0.02 0.02
H 9.123 -0.595 -2.140 -0.01 0.03 -0.04
H 7.370 1.080 -5.644 0.03 0.03 -0.03
H 9.536 0.831 -6.854 -0.01 -0.01 0.01
H 3.887 0.547 -5.180 -0.02 -0.04 0.00
H 1.505 0.464 -4.489 0.02 -0.04 0.05
H 3.187 1.475 1.790 -0.05 0.00 -0.01
H 5.602 1.722 1.222 0.00 -0.02 -0.01
H 6.333 1.244 -1.115 0.03 0.03 0.03
O -1.396 -1.285 1.734 -0.13 0.10 0.13
H -2.054 -1.274 0.980 -0.05 -0.14 -0.08
H -0.740 -1.905 1.383 0.02 0.02 -0.11
O 0.332 -2.586 -0.278 -0.03 0.05 -0.30
H -0.411 -3.185 -0.457 -0.23 0.03 0.04
H 0.184 -1.868 -0.917 0.08 -0.08 0.09
O -2.061 0.914 -1.362 0.19 -0.02 0.00
H -2.350 0.005 -1.117 -0.03 -0.03 0.03
H -1.261 0.796 -1.898 -0.16 -0.04 0.03
I 0.580 3.674 2.915 -0.01 0.03 0.01
C 0.188 2.956 0.946 0.05 -0.08 -0.02
H 0.855 3.514 0.289 -0.06 -0.02 -0.01
H -0.844 3.229 0.735 0.05 -0.02 -0.05
O 4.008 4.016 -0.957 0.02 -0.08 0.02
Cl 2.863 4.493 -1.699 -0.15 0.08 -0.10
O 2.009 5.261 -0.818 0.01 -0.04 -0.02
O 3.304 5.320 -2.795 0.01 0.01 0.00
O 2.117 3.360 -2.218 0.05 0.21 0.12
C -3.354 -4.250 1.950 0.01 0.12 -0.22
C -4.727 -3.976 1.330 -0.05 0.02 0.10
C -5.563 -5.256 1.362 0.05 0.05 -0.11
C -5.424 -2.867 2.116 0.06 0.03 -0.03
O -4.656 -3.578 -0.033 0.02 -0.22 0.06
Si -3.414 -2.944 -0.943 0.07 -0.09 0.00
O -2.856 -1.575 -0.429 0.01 0.06 0.03
O -2.209 -4.115 -0.984 0.17 0.12 -0.10
C -1.840 -5.106 -1.941 -0.02 -0.10 -0.05
C -1.296 -4.442 -3.208 -0.10 0.10 0.12
C -0.735 -5.933 -1.288 -0.03 0.04 0.08
C -3.027 -6.012 -2.271 -0.03 0.15 0.10
O -4.032 -2.974 -2.484 -0.23 0.06 -0.02
C -5.126 -2.248 -3.046 -0.05 0.07 -0.07
C -6.457 -2.843 -2.576 0.22 -0.06 0.05
C -5.052 -0.767 -2.674 0.17 -0.16 0.13
C -4.999 -2.417 -4.558 0.09 -0.01 0.04
H -3.477 -4.627 2.969 0.01 0.01 -0.02
H -2.764 -3.330 1.988 0.01 -0.05 0.01
H -2.809 -4.982 1.352 -0.01 -0.02 0.05
H -5.630 -5.656 2.377 -0.03 0.02 -0.04
H -5.096 -6.002 0.713 -0.03 -0.01 0.06
H -6.570 -5.058 0.985 0.03 -0.02 0.01
H -5.501 -3.137 3.174 -0.01 0.04 -0.04
H -6.429 -2.696 1.720 0.06 0.01 0.00
H -4.846 -1.944 2.026 -0.05 -0.04 0.02
H -0.435 -3.817 -2.957 -0.02 -0.03 -0.04
H -2.067 -3.810 -3.650 0.04 -0.04 -0.02
H -0.985 -5.199 -3.933 0.00 0.03 0.02
H 0.091 -5.284 -0.986 0.01 -0.06 -0.04
H -0.362 -6.685 -1.987 0.02 0.01 0.04
H -1.120 -6.439 -0.397 0.02 0.03 -0.03
H -3.832 -5.419 -2.705 -0.02 -0.04 -0.01
H -3.395 -6.485 -1.356 0.00 0.01 -0.05
H -2.729 -6.792 -2.978 0.00 0.02 0.03
H -6.493 -2.839 -1.487 -0.06 0.01 0.00
H -6.547 -3.879 -2.916 -0.01 0.03 0.02
H -7.292 -2.260 -2.975 0.02 -0.04 0.00
H -5.142 -0.647 -1.592 -0.01 0.06 -0.08
H -5.850 -0.208 -3.169 0.01 -0.02 0.01
H -4.084 -0.352 -2.964 -0.07 0.02 0.02
H -4.978 -3.481 -4.807 -0.02 0.03 -0.01
H -4.068 -1.963 -4.906 -0.05 -0.01 -0.01
H -5.841 -1.948 -5.073 0.04 0.00 0.01
N 1.307 0.415 2.511 -0.15 -0.08 -0.03
P 1.259 -0.786 3.476 0.12 -0.05 0.34
C -0.119 -0.824 4.679 0.05 0.11 -0.04
C -0.157 -1.730 5.738 -0.09 0.01 -0.01
C -1.198 -1.691 6.653 0.00 0.02 0.03
C -2.203 -0.739 6.522 0.05 0.00 -0.03
C -2.158 0.177 5.481 -0.02 0.01 -0.03
C -1.114 0.138 4.565 0.01 -0.06 -0.03
C 1.365 -2.491 2.836 0.03 0.10 0.00
C 2.513 -2.812 2.111 -0.03 -0.02 0.01
C 2.677 -4.083 1.586 -0.02 -0.02 0.01
C 1.684 -5.039 1.768 0.03 0.07 0.04
C 0.528 -4.716 2.464 -0.03 -0.06 -0.04
C 0.363 -3.443 2.995 0.07 -0.03 0.05
C 2.705 -0.687 4.603 -0.02 -0.05 -0.01
C 3.311 -1.788 5.203 0.02 0.06 0.00
C 4.379 -1.613 6.074 -0.02 0.01 0.02
C 4.851 -0.336 6.350 -0.02 -0.01 -0.03
C 4.249 0.766 5.756 -0.04 0.01 0.01
C 3.180 0.593 4.888 0.01 0.01 -0.01
H 0.623 -2.475 5.844 0.00 0.02 0.01
H -1.224 -2.395 7.477 0.00 -0.01 -0.04
H -3.019 -0.712 7.234 0.00 0.00 0.00
H -2.938 0.920 5.371 0.03 -0.01 0.02
H -1.058 0.852 3.753 -0.02 -0.01 0.02
H 3.269 -2.049 1.951 0.01 -0.06 0.00
H 3.570 -4.329 1.025 -0.03 0.03 -0.01
H 1.806 -6.032 1.354 -0.01 0.01 -0.01
H -0.256 -5.456 2.585 0.00 0.05 -0.02
H -0.555 -3.182 3.507 0.04 -0.03 0.00
H 2.962 -2.790 4.979 -0.01 0.01 -0.01
H 4.843 -2.474 6.541 0.01 0.01 -0.04
H 5.691 -0.202 7.022 -0.02 0.00 0.00
H 4.609 1.765 5.973 0.01 -0.03 -0.03
H 2.699 1.442 4.411 0.04 -0.03 0.01
```
Positions in Å, forces in eV/Å.

**Charge**: -2
**LUMO level**: 3.27 eV

Results of the Löwdin charge analysis, in e, for atoms 1 through 99: Bi 1.737; Br 0.653; C -0.708; C -0.151; C -0.037; C -0.264; C -0.028; C -0.145; N 0.018; N 0.047; C -0.233; C -0.015; C -0.021; C -0.382; O -0.159; C -0.155; N -0.020; C -0.136; C -0.044; C 0.003; C -0.073; H 0.091; H 0.106; H 0.099; H 0.093; H 0.108; H 0.111; H 0.072; H 0.107; H 0.091; O -0.195; H -0.011; H -0.031; O -0.073; H 0.016; H 0.020; O -0.140; H -0.022; H -0.011; I 0.638; C -0.851; H -0.076; H -0.049; O -0.359; Cl 0.651; O -0.383; O -0.370; O -0.354; C -0.036; C -0.648; C -0.037; C -0.028; O -0.114; Si 0.053; O -0.274; O -0.135; C -0.645; C -0.018; C -0.035; C -0.027; O -0.122; C -0.645; C -0.035; C -0.033; C -0.042; H 0.087; H 0.068; H 0.075; H 0.078; H 0.076; H 0.079; H 0.081; H 0.081; H 0.090; H 0.088; H 0.074; H 0.083; H 0.072; H 0.083; H 0.081; H 0.074; H 0.080; H 0.081; H 0.070; H 0.084; H 0.080; H 0.086; H 0.083; H 0.085; H 0.079; H 0.086; H 0.079; N -0.491; P 0.733; C -0.274; C -0.094; C -0.095; C -0.101; C -0.075

***

# 2
Below is a molecular structure, C46H59N3OP2Se2Si4Ti at a distorted geometry, with properties calculated with ωB97M-V/def2-TZVPD.

```
118
Properties=species:S:1:pos:R:3:forces:R:3
Ti 0.047 0.169 -0.539 0.69 -0.78 0.71
C -4.413 -1.396 1.038 -0.01 -0.06 0.13
C -4.782 -1.114 2.471 0.05 0.07 -0.07
C -6.035 -1.508 2.934 0.00 -0.03 -0.01
C -6.408 -1.313 4.252 -0.01 -0.01 -0.01
C -5.511 -0.729 5.132 0.01 -0.01 0.06
C -4.260 -0.335 4.687 -0.08 -0.05 -0.06
C -3.879 -0.503 3.353 -0.05 0.08 -0.09
P -2.228 0.020 2.679 0.02 -0.02 0.27
C -1.624 1.052 4.091 0.05 0.21 -0.26
C -2.481 2.127 4.361 0.07 -0.03 -0.02
C -2.201 3.062 5.338 -0.08 0.03 0.00
C -1.039 2.934 6.081 0.05 0.04 0.01
C -0.149 1.920 5.776 0.00 0.05 0.04
C -0.393 0.990 4.764 -0.05 0.08 -0.14
C 0.734 0.061 4.403 0.02 -0.08 0.00
C -1.351 -1.575 2.887 0.30 0.00 -0.56
C -1.517 -2.273 4.081 0.10 -0.09 -0.10
C -0.747 -3.381 4.381 -0.07 0.04 0.15
C 0.242 -3.766 3.493 0.13 -0.14 0.03
C 0.383 -3.115 2.283 0.05 0.06 -0.08
C -0.440 -2.046 1.906 -0.11 -0.12 0.38
C -0.367 -1.644 0.451 -0.13 0.33 0.34
H -5.253 -1.211 0.367 -0.01 -0.01 -0.02
H -4.123 -2.443 0.921 0.03 0.01 -0.06
H -3.558 -0.792 0.732 0.00 -0.01 -0.13
H -6.721 -1.987 2.245 -0.01 0.03 -0.02
H -7.389 -1.619 4.591 0.00 -0.01 0.00
H -5.782 -0.581 6.170 0.01 0.00 0.00
H -3.578 0.107 5.398 0.06 0.06 0.00
H -3.391 2.227 3.778 -0.02 0.01 0.04
H -2.878 3.889 5.510 -0.03 -0.03 0.03
H -0.809 3.644 6.866 0.02 -0.01 -0.01
H 0.791 1.856 6.312 -0.01 0.01 0.00
H 1.657 0.411 4.867 -0.02 0.00 -0.02
H 0.890 0.041 3.324 0.03 -0.03 -0.04
H 0.556 -0.963 4.733 0.04 -0.01 -0.03
H -2.256 -1.931 4.795 0.01 0.01 0.01
H -0.900 -3.918 5.308 0.02 0.01 0.01
H 0.888 -4.602 3.731 0.01 0.00 -0.02
H 1.138 -3.458 1.583 -0.04 -0.04 -0.02
H -1.346 -1.865 0.004 0.04 0.03 -0.17
H 0.364 -2.313 -0.008 -0.11 0.05 -0.11
Se 0.290 2.734 0.886 -0.20 -0.74 0.21
P 2.298 2.120 0.462 0.92 0.62 0.30
Se 2.557 0.010 -0.021 -0.19 0.06 -0.04
C 3.408 2.458 1.878 -0.27 -0.14 -0.01
C 4.629 1.797 1.974 -0.07 0.03 0.04
C 5.495 2.100 3.012 0.02 -0.03 -0.05
C 5.141 3.054 3.957 0.01 -0.01 0.02
C 3.920 3.704 3.864 0.03 0.06 0.04
C 3.052 3.411 2.823 -0.02 -0.05 0.01
C 3.084 3.182 -0.803 -0.20 -0.16 0.07
C 2.550 4.435 -1.073 0.02 -0.03 -0.01
C 3.197 5.283 -1.959 -0.01 0.02 0.02
C 4.379 4.883 -2.564 -0.02 0.02 -0.03
C 4.917 3.635 -2.283 0.07 -0.05 -0.01
C 4.271 2.780 -1.405 -0.05 0.03 0.01
H 4.888 1.033 1.253 0.06 0.00 0.01
H 6.443 1.583 3.086 0.00 0.01 0.02
H 5.816 3.280 4.772 0.00 0.01 0.00
H 3.642 4.439 4.609 -0.02 0.00 -0.02
H 2.089 3.904 2.753 0.02 0.00 0.03
H 1.626 4.734 -0.595 -0.01 0.03 -0.04
H 2.774 6.256 -2.172 0.01 0.00 -0.02
H 4.878 5.541 -3.264 0.01 0.01 0.02
H 5.842 3.325 -2.751 -0.02 -0.01 -0.03
H 4.676 1.796 -1.201 0.02 0.00 -0.02
N -3.678 1.740 -1.143 0.13 -0.14 0.09
C -2.368 1.619 -1.378 -0.57 0.69 -0.40
O -1.750 0.587 -0.927 -0.64 0.31 -0.03
C -1.693 2.601 -2.142 -0.19 -0.26 0.19
C -2.364 3.703 -2.703 -0.03 0.21 -0.11
N -2.973 4.578 -3.143 -0.01 -0.05 0.06
C -0.334 2.328 -2.246 0.34 -0.24 -0.09
N 0.709 1.836 -2.122 -0.17 0.30 -0.54
H -4.144 1.073 -0.551 0.06 -0.04 0.04
H -4.163 2.576 -1.425 -0.03 -0.03 -0.03
C 1.617 -1.232 -6.051 -0.03 -0.13 0.31
Si 1.478 -0.087 -4.542 0.25 0.20 -0.34
C 0.642 1.477 -5.232 -0.14 -0.15 0.25
C 3.223 0.398 -3.995 -0.16 -0.16 0.04
Si 0.397 -1.234 -2.748 0.16 -0.16 -0.12
Si -1.767 -1.825 -3.533 -0.72 -0.08 -0.14
C -2.583 -0.344 -4.408 0.29 -0.05 0.07
C -1.787 -3.291 -4.736 0.36 0.16 0.09
C -3.006 -2.299 -2.174 0.37 0.01 0.06
Si 1.564 -3.311 -2.416 0.17 -0.58 0.05
C 0.470 -4.627 -1.575 -0.11 0.36 -0.05
C 2.107 -4.117 -4.047 -0.17 0.28 0.02
C 3.152 -3.180 -1.381 -0.22 0.30 -0.06
H 2.125 -0.721 -6.871 -0.01 0.10 0.03
H 0.630 -1.537 -6.409 -0.02 0.01 -0.01
H 2.180 -2.137 -5.824 -0.03 0.03 -0.05
H 0.904 1.621 -6.282 0.07 -0.11 -0.02
H 0.953 2.366 -4.685 0.04 0.00 0.00
H -0.448 1.419 -5.175 0.01 0.01 -0.03
H 3.874 0.590 -4.851 -0.05 0.00 -0.06
H 3.685 -0.382 -3.385 0.02 -0.01 -0.02
H 3.182 1.304 -3.390 -0.04 0.02 0.05
H -2.301 -0.281 -5.461 0.05 -0.02 0.00
H -2.288 0.599 -3.942 -0.04 0.03 -0.01
H -3.672 -0.410 -4.360 -0.01 -0.10 0.02
H -1.105 -3.138 -5.576 0.00 -0.02 -0.01
H -2.789 -3.445 -5.143 -0.06 0.08 0.05
H -1.488 -4.212 -4.231 0.00 -0.01 -0.01
H -3.214 -1.432 -1.548 -0.02 0.00 0.09
H -2.631 -3.102 -1.533 0.00 0.01 0.03
H -3.951 -2.637 -2.604 0.03 0.02 -0.14
H -0.345 -4.930 -2.236 0.00 0.01 -0.01
H 0.018 -4.278 -0.645 -0.02 -0.03 0.00
H 1.053 -5.521 -1.340 0.11 0.03 -0.06
H 1.315 -4.080 -4.798 0.01 -0.03 -0.01
H 2.369 -5.166 -3.895 -0.01 -0.01 0.14
H 2.984 -3.616 -4.462 -0.01 0.01 0.00
H 3.008 -2.579 -0.481 0.03 -0.10 0.06
H 3.950 -2.706 -1.958 -0.02 0.05 0.00
H 3.512 -4.162 -1.067 -0.10 -0.09 -0.08
```
Positions in Å, forces in eV/Å.

**ΔE to the lowest compared entry with this formula, charge and spin**: 0.191 eV
**LUMO level**: -0.60 eV

Results of the Löwdin charge analysis, in e, for atoms 1 through 99: Ti 0.441; C -0.080; C -0.274; C -0.054; C -0.084; C -0.081; C -0.105; C -0.314; P 1.134; C -0.333; C -0.139; C -0.089; C -0.086; C -0.054; C -0.247; C -0.032; C -0.329; C -0.097; C -0.087; C -0.076; C -0.049; C -0.269; C -0.263; H 0.085; H 0.096; H 0.002; H 0.112; H 0.102; H 0.103; H 0.101; H 0.105; H 0.102; H 0.101; H 0.108; H 0.080; H 0.069; H 0.072; H 0.102; H 0.104; H 0.105; H 0.108; H 0.050; H -0.015; Se 0.451; P 0.229; Se 0.474; C -0.387; C -0.112; C -0.075; C -0.081; C -0.076; C -0.102; C -0.396; C -0.107; C -0.071; C -0.077; C -0.075; C -0.115; H 0.070; H 0.106; H 0.104; H 0.106; H 0.068; H 0.067; H 0.106; H 0.104; H 0.108; H 0.087; N 0.242; C -0.465; O -0.222; C -0.197; C -0.209; N 0.156; C -0.234; N 0.080; H 0.110; H 0.117; C -0.213; Si 0.382; C -0.208; C -0.213; Si 0.449; Si 0.381; C -0.204; C -0.213; C -0.219; Si 0.383; C -0.207; C -0.221; C -0.235; H 0.031; H 0.019; H -0.005; H 0.031; H 0.012; H 0.006; H 0.034; H 0.014